(1)
Molecular formula: C5H5NO
Method: DFT, ωB97M-V/def2-TZVPD

```
12
Properties=species:S:1:pos:R:3:forces:R:3:lowdin_spin:R:1
C -1.61380 0.10800 1.71060 1.47 -0.29 4.42 0.73
C -2.27752 -0.00081 0.64804 -1.90 0.37 -2.12 0.15
C -0.55097 0.54982 -0.78571 -2.20 -0.01 0.15 0.09
C 0.22278 0.72752 0.21076 2.83 1.16 1.14 0.62
C 1.60298 0.73486 0.58108 -0.64 -0.23 1.26 0.07
N 2.32808 0.05101 -0.19702 2.13 -0.68 -0.26 0.17
O -1.87289 0.28922 -0.65780 -1.06 -0.90 1.17 0.06
H -1.18787 0.09130 2.73701 -0.61 0.02 -1.58 0.04
H -3.34226 -0.21257 0.70729 -0.14 -0.14 -0.50 0.04
H -0.41769 0.63252 -1.80091 1.32 0.45 -2.28 0.02
H 1.94801 1.13024 1.58323 -0.44 0.02 -1.20 0.00
H 3.31631 -0.00992 0.12510 -0.75 0.22 -0.20 0.01
```
Positions in Å, forces in eV/Å.

The value obtained for the LUMO energy (alpha / beta) is 1.0 / -1.8 eV. Its energy above the lowest of the compared OMol25 structures with the same formula, charge and spin is 3.308 eV. As for the multiplicity: 3. Its highest occupied orbital energy (alpha / beta) is -0.257 / -0.329 Ha.

(2)
Molecular formula: C24H18FeN6O2S2
Method: DFT, ωB97M-V/def2-TZVPD

```
53
Properties=species:S:1:pos:R:3:forces:R:3:lowdin_charge:R:1
Fe -0.00800 0.07544 0.19313 0.48 -1.07 0.58 0.31
O -4.03004 -5.29417 1.02723 0.12 0.00 -0.01 -0.03
C -4.34477 -4.31636 0.33189 -0.23 -0.04 0.15 -0.69
O -5.27768 -4.12710 -0.46379 0.06 0.06 -0.09 -0.03
C -3.39709 -3.09623 0.49329 0.02 0.02 -0.05 -0.07
C -3.58599 -1.95050 -0.26709 0.02 -0.05 0.03 0.06
C -2.64777 -0.93619 -0.18884 -0.09 0.01 -0.06 -0.20
N -1.59677 -1.00859 0.63543 -0.46 0.42 -0.29 0.06
C -1.42289 -2.09449 1.39423 0.01 0.01 0.09 -0.18
C -2.30170 -3.16036 1.34331 -0.04 -0.03 0.00 0.07
C -0.20633 -2.01287 2.22308 -0.20 -0.03 0.12 -0.17
C 0.08725 -2.91005 3.23918 0.04 0.06 0.03 0.01
C 1.20992 -2.68639 4.01636 -0.02 -0.01 0.00 -0.04
C 1.98879 -1.56808 3.76545 -0.02 0.02 0.01 -0.03
C 1.63278 -0.72756 2.72581 0.09 0.01 0.02 -0.09
N 0.56928 -0.95081 1.95474 0.19 -0.02 -0.51 0.07
C -2.60228 0.24974 -1.06961 -0.02 0.04 0.25 -0.18
C -3.67697 0.68934 -1.82854 0.02 -0.01 0.03 0.01
C -3.53122 1.83712 -2.58528 0.01 0.01 0.00 -0.04
C -2.32140 2.51392 -2.55450 -0.01 0.03 -0.01 -0.04
C -1.29768 2.01408 -1.77215 0.03 -0.08 -0.10 -0.12
N -1.42524 0.89837 -1.05050 0.40 0.12 -0.49 0.02
H -4.43348 -1.93896 -0.94025 0.00 0.02 -0.01 0.12
H -2.17532 -4.07490 1.90824 0.04 0.01 0.01 0.12
H -0.56627 -3.74957 3.42579 0.00 -0.01 -0.01 0.12
H 1.46167 -3.36592 4.81950 0.01 -0.01 0.00 0.11
H 2.86185 -1.34156 4.36027 0.00 0.00 0.01 0.11
H 2.21906 0.15219 2.49564 0.02 -0.06 -0.01 0.10
H -4.60845 0.14281 -1.80412 -0.01 0.01 -0.01 0.12
H -4.35422 2.20632 -3.18218 0.00 0.00 0.00 0.11
H -2.16692 3.41908 -3.12388 0.00 0.00 0.00 0.11
H -0.33824 2.50931 -1.70580 -0.02 -0.01 -0.01 0.10
C 1.69232 4.61355 2.37998 -0.01 0.10 0.05 -0.45
S 2.93139 3.49331 1.72046 0.00 -0.07 -0.10 0.86
C 1.97388 2.20293 1.01916 -0.09 0.28 -0.01 -1.09
S 0.26507 2.20395 1.10574 -0.27 -0.16 0.55 0.71
N 2.72148 1.29253 0.45222 -0.01 -0.22 -0.08 -0.09
N 1.96240 0.28514 -0.08082 -0.06 0.78 -0.71 -0.12
C 2.59142 -0.65175 -0.68608 -0.07 -0.17 0.14 -0.05
C 1.78257 -1.74222 -1.21940 0.14 0.27 -0.09 -0.24
C 2.34578 -2.90352 -1.72649 -0.09 -0.02 -0.14 -0.01
C 1.50690 -3.88852 -2.22456 0.05 0.05 0.02 -0.04
C 0.14179 -3.66193 -2.22420 -0.03 0.04 -0.04 -0.02
C -0.33609 -2.47144 -1.69871 -0.09 -0.08 -0.05 -0.08
N 0.45181 -1.53335 -1.18108 0.05 -0.07 0.61 0.09
H 2.26137 5.45571 2.77292 -0.01 -0.01 0.02 0.03
H 1.11893 4.15482 3.18102 0.01 -0.03 -0.01 0.03
H 1.02012 4.97045 1.60420 0.02 -0.03 -0.03 0.02
H 3.67101 -0.63361 -0.78434 0.02 -0.04 0.12 0.13
H 3.42034 -3.02301 -1.72852 0.01 0.00 0.02 0.12
H 1.91441 -4.81237 -2.61226 0.00 -0.01 0.00 0.12
H -0.55911 -4.39032 -2.60564 0.01 -0.01 -0.02 0.12
H -1.39948 -2.27494 -1.69451 0.01 -0.04 0.08 0.11
```
Positions in Å, forces in eV/Å.

The value obtained for the LUMO energy is -1.0 eV. Its highest occupied orbital energy is -0.292 Ha.

(3)
Molecular formula: C27H38BBrN7O6S2Y
Method: DFT, ωB97M-V/def2-TZVPD

```
83
Properties=species:S:1:pos:R:3:forces:R:3:lowdin_charge:R:1
Y -0.14695 0.21897 0.16078 -0.06 0.06 -0.04 1.36
C -1.50812 -4.20000 -0.23551 0.03 -0.01 -0.04 -0.03
N -1.06565 -3.79141 -1.55481 -0.04 -0.03 0.01 -0.12
C -1.62258 -4.18174 -2.75425 0.01 0.03 0.01 -0.06
C -0.96330 -3.50195 -3.71558 0.03 0.01 -0.02 -0.06
N -0.01103 -2.70326 -3.11859 -0.03 -0.04 0.02 0.02
B 0.77929 -1.64054 -3.98095 -0.01 0.03 0.02 -0.43
N 2.17411 -1.36758 -3.38145 0.06 0.04 0.02 -0.02
C 3.24832 -2.19812 -3.61997 -0.05 -0.03 -0.02 -0.06
C 4.32724 -1.68961 -2.99746 0.01 0.03 0.02 -0.05
N 3.90609 -0.53045 -2.37391 0.01 -0.03 0.00 -0.12
C 4.76981 0.34400 -1.61205 -0.01 -0.01 -0.02 -0.04
C 2.58158 -0.34826 -2.60080 0.01 -0.02 -0.01 -0.72
S 1.67130 0.98521 -2.01347 0.03 0.01 -0.01 0.66
C -0.07378 -2.90236 -1.79478 -0.01 0.00 -0.01 -0.67
S 0.96086 -2.31127 -0.54935 0.04 0.00 0.01 0.68
H -2.33445 -4.89636 -0.35446 -0.01 0.00 0.01 0.09
H -1.84086 -3.32905 0.32982 0.00 0.00 0.01 0.09
H -0.69214 -4.68694 0.29717 0.00 0.00 0.01 0.08
H -2.43128 -4.88775 -2.80909 -0.01 0.00 0.01 0.12
H -1.09026 -3.50659 -4.78305 0.00 0.00 0.00 0.12
H 0.92203 -2.13795 -5.07040 -0.01 -0.01 -0.01 0.08
H 0.14790 -0.61494 -4.04727 -0.01 0.00 -0.02 0.07
H 3.14334 -3.07696 -4.23002 0.01 0.00 0.00 0.12
H 5.34724 -2.02558 -2.95003 0.00 0.01 0.01 0.12
H 5.75566 0.35427 -2.07286 0.00 0.01 0.00 0.09
H 4.85933 -0.00189 -0.58142 0.00 0.00 -0.01 0.08
H 4.34791 1.34550 -1.62117 0.01 0.00 -0.01 0.06
C -3.37264 -1.07208 -2.72082 0.02 -0.01 -0.03 0.00
C -2.73918 0.05523 -1.92397 -0.02 0.02 0.01 -0.49
C -3.07559 1.41360 -2.51712 0.01 0.01 -0.01 0.01
O -1.30808 -0.12500 -1.87655 0.02 -0.01 0.03 -0.18
C -3.21224 -0.03317 -0.45895 -0.07 0.00 0.01 -0.58
O -4.39799 0.09280 -0.22326 0.02 -0.03 -0.01 0.08
O -2.27716 -0.25968 0.40798 0.02 0.01 0.01 -0.15
H -2.99964 -1.06537 -3.74810 0.00 0.00 0.00 0.09
H -4.45395 -0.94558 -2.73068 0.00 0.01 0.01 0.10
H -3.13877 -2.03765 -2.27317 0.01 0.00 0.00 0.08
H -2.78779 1.44274 -3.57174 0.00 0.01 0.00 0.10
H -2.54918 2.20438 -1.98482 0.00 -0.01 0.00 0.07
H -4.14864 1.58027 -2.43915 -0.01 -0.01 0.00 0.10
H -0.87635 0.06569 -2.72462 -0.01 0.00 0.02 0.04
C 2.20969 2.99739 1.16672 -0.02 0.01 -0.01 -0.06
C 2.93263 1.69327 1.37999 0.03 0.03 0.01 -0.25
O 2.02280 0.58134 1.46753 -0.02 -0.04 -0.02 -0.28
C 2.68788 -0.58108 1.98453 0.02 -0.01 -0.03 -0.27
C 2.75782 -0.57693 3.49796 0.02 0.00 0.01 -0.05
H 2.94669 3.80144 1.13258 0.01 -0.01 0.00 0.09
H 1.51413 3.19610 1.98014 0.00 0.01 0.00 0.08
H 1.67328 3.00305 0.21778 0.00 -0.01 0.01 0.05
H 3.51035 1.73281 2.30674 -0.02 0.00 0.01 0.12
H 3.62195 1.49798 0.55640 -0.02 -0.01 -0.01 0.09
H 3.68823 -0.64018 1.54259 0.00 0.02 0.00 0.12
H 2.13877 -1.44882 1.62489 -0.03 0.01 0.03 0.04
H 3.36746 0.24543 3.87230 0.00 -0.01 0.01 0.07
H 3.20619 -1.50936 3.84568 0.00 0.00 0.00 0.09
H 1.76202 -0.48989 3.93152 -0.01 0.00 -0.02 0.07
Br -2.64208 6.28565 4.36220 0.00 0.00 0.00 0.73
C -2.28478 5.75574 2.57711 0.00 0.00 0.00 -0.68
C -2.53538 6.64395 1.54295 0.00 0.00 0.00 -0.12
C -2.27011 6.25557 0.23720 0.00 0.00 0.00 -0.06
C -1.75968 4.99459 -0.02785 -0.01 0.02 0.00 -0.01
C -1.51688 4.11731 1.02093 0.00 -0.03 -0.01 -0.12
C -1.77888 4.49326 2.33297 -0.01 0.00 0.00 -0.06
C -0.95704 2.76136 0.74574 0.00 0.03 0.04 -0.60
O -0.71519 1.97529 1.70181 0.05 -0.02 -0.05 -0.10
O -0.70930 2.42117 -0.44686 0.01 -0.02 0.00 -0.12
H -2.93308 7.62597 1.75841 0.00 0.00 0.00 0.10
H -2.46462 6.94489 -0.57371 0.00 0.00 0.00 0.11
H -1.54336 4.67671 -1.03853 0.00 -0.01 0.00 0.12
H -1.58541 3.79732 3.13660 0.00 0.00 0.00 0.11
N -0.07611 -4.21869 4.17656 -0.01 0.02 0.03 0.13
C -0.46094 -2.92280 3.91727 0.01 -0.04 -0.03 -0.37
C -0.15094 -2.31284 2.69215 0.02 -0.01 0.02 -0.11
N -0.46109 -1.05059 2.44704 -0.02 -0.04 0.05 0.02
C -1.10664 -0.37931 3.41258 -0.01 -0.01 -0.01 -0.11
C -1.40968 -0.99734 4.60917 -0.01 0.01 0.02 -0.10
N -1.09131 -2.26195 4.87741 0.00 0.02 -0.01 0.13
H 0.09568 -4.82211 3.39112 0.00 0.01 -0.01 0.09
H -0.54537 -4.64730 4.95771 0.01 -0.01 0.00 0.10
H 0.35328 -2.86506 1.90755 -0.01 0.00 -0.01 0.04
H -1.38106 0.64369 3.21196 0.00 0.00 -0.02 0.09
H -1.93431 -0.45063 5.38306 0.00 -0.01 0.01 0.11
```
Positions in Å, forces in eV/Å.

The value obtained for the LUMO energy is 0.2 eV. Its energy above the lowest of the compared OMol25 structures with the same formula, charge and spin is 0.000 eV. Its highest occupied orbital energy is -0.292 Ha.